(1)
DFT (ωB97M-V/def2-TZVPD) results for a structure of composition C17H22Cl3N2O6PS2SnTe.

Summary:
Frontier orbital gap (spin up / spin down) in eV: 6.26 / 5.18
Relative energy (zero: lowest compared OMol25 entry of this formula, charge and spin) in kJ/mol: 100.8
HOMO energy (spin up / spin down) in eV: -8.66 / -8.72

The geometry in XYZ format:
```
55
Properties=species:S:1:pos:R:3:forces:R:3
Sn -0.020317 -1.252449 1.443805 -0.006 -0.048 -0.007
C -1.111358 -5.211549 0.178518 -0.025 0.012 0.017
C -1.433913 -3.726530 0.117429 -0.009 -0.044 0.007
C -1.846100 -3.316599 -1.291245 0.037 -0.003 0.067
O -0.289043 -3.015554 0.546578 0.076 0.111 -0.088
H -1.974212 -5.811586 -0.116096 -0.006 -0.022 -0.005
H -0.815734 -5.493950 1.188663 0.002 -0.002 0.009
H -0.281866 -5.436988 -0.495363 0.013 -0.006 -0.024
H -2.269928 -3.523331 0.798282 -0.028 0.007 -0.002
H -1.011767 -3.475800 -1.977995 0.011 -0.008 -0.018
H -2.126431 -2.264335 -1.324666 -0.011 0.026 -0.026
H -2.696816 -3.909530 -1.632611 -0.019 0.006 -0.001
S 5.525579 1.296029 2.850377 0.056 0.000 0.006
C 3.927085 1.121972 2.601858 0.016 -0.039 -0.014
N 2.779881 0.993231 2.422636 -0.107 0.052 -0.029
S -2.512555 2.882492 4.201255 -0.014 -0.013 -0.010
C -1.619112 1.477627 3.714022 -0.013 0.058 0.002
N -1.015517 1.540149 2.582446 -0.016 -0.083 0.055
C -1.238751 2.770367 1.985790 0.019 0.025 -0.045
C -0.727260 3.158718 0.747363 0.008 -0.014 -0.021
C -1.048761 4.407635 0.263309 0.002 -0.006 -0.001
C -1.868601 5.275880 0.998247 0.003 -0.004 0.000
C -2.372807 4.909975 2.229025 0.013 0.007 -0.006
C -2.048284 3.646019 2.717937 0.004 0.001 0.007
H -1.602234 0.601612 4.346973 0.000 -0.025 0.020
H -0.093896 2.472242 0.200417 -0.018 0.008 -0.004
H -0.666549 4.725665 -0.697848 0.003 0.004 -0.003
H -2.108318 6.250555 0.594549 -0.005 0.006 -0.003
H -3.001476 5.583907 2.794574 -0.011 0.009 0.006
Cl -4.927129 -1.339788 0.101766 -0.034 -0.024 -0.006
C -3.880265 0.069512 0.327931 -0.040 0.045 0.027
Cl -4.504304 1.091132 1.633725 0.009 -0.004 -0.002
Cl -3.815196 1.002927 -1.165767 0.001 0.022 -0.026
C -2.478944 -0.446608 0.742854 -0.088 0.020 0.054
O -1.503571 -0.174200 0.010328 0.182 0.029 -0.095
O -2.398646 -1.118064 1.786771 0.025 -0.099 0.068
C 5.367822 0.057333 -0.854126 0.050 0.025 0.011
C 4.726861 -0.627366 -2.036984 0.088 0.015 -0.035
O 3.297027 -0.417075 -2.033440 -0.106 -0.012 -0.041
P 2.362715 -1.367039 -1.169975 -0.082 -0.067 0.038
O 2.735171 -1.598111 0.232980 0.003 0.083 0.097
Te 2.274846 -3.494140 -2.333377 -0.027 -0.021 -0.035
O 0.972022 -0.623998 -1.267129 0.095 0.000 -0.032
C 0.309350 -0.363676 -2.530337 -0.072 0.022 -0.030
C 0.080587 1.119674 -2.684050 0.041 -0.028 0.028
H 6.450857 -0.060381 -0.914018 0.010 0.005 0.032
H 5.010536 -0.381276 0.076429 0.010 -0.007 0.000
H 5.134290 1.122851 -0.854503 0.002 -0.024 -0.002
H 4.931206 -1.701338 -2.044887 0.006 0.019 0.019
H 5.071846 -0.206068 -2.979702 -0.008 -0.021 -0.003
H -0.627680 -0.915826 -2.500071 0.003 -0.001 0.009
H 0.923638 -0.756577 -3.343542 -0.001 -0.008 0.013
H -0.574225 1.479667 -1.892443 -0.018 0.009 0.022
H -0.398015 1.313814 -3.645044 -0.008 0.002 0.000
H 1.028261 1.658749 -2.651620 -0.014 0.005 0.001
```
Forces are in eV/Å.

(2)
DFT (ωB97M-V/def2-TZVPD) results for a structure of composition C17H22Cl3NO7PTi.

Summary:
Frontier orbital gap in eV: 8.23
Relative energy (zero: lowest compared OMol25 entry of this formula, charge and spin) in kJ/mol: 0.0
Charge: +1
HOMO energy in eV: -12.78

The geometry in XYZ format:
```
52
Properties=species:S:1:pos:R:3:forces:R:3
Ti 0.502313 0.718282 0.861358 -0.010 -0.050 0.186
N 6.774609 -2.531468 -1.199045 0.002 0.001 0.004
C 5.812143 -2.009188 -0.854515 0.013 -0.006 -0.010
C 4.600286 -1.362533 -0.428094 -0.033 0.025 -0.001
C 4.354818 -1.185858 0.932270 0.000 0.003 0.006
C 3.188265 -0.561681 1.340447 0.025 -0.002 0.021
C 2.258287 -0.131024 0.394088 -0.002 -0.048 -0.099
C 2.514414 -0.309048 -0.970862 -0.031 0.023 0.063
C 3.686971 -0.917325 -1.382733 0.009 -0.033 -0.012
H 5.080944 -1.527625 1.656950 0.002 0.000 -0.001
H 3.021842 -0.402249 2.398786 -0.008 0.004 -0.003
H 1.804103 0.027157 -1.719659 0.006 0.004 -0.005
H 3.901312 -1.050652 -2.434283 0.001 -0.007 0.001
C 0.032478 1.271204 4.649613 0.009 0.000 -0.005
C 0.257952 0.972198 3.220300 0.024 0.003 0.080
O 1.169955 1.557474 2.537839 0.027 0.052 0.019
O -0.457922 0.149299 2.559224 -0.034 -0.067 -0.051
H 0.981941 1.463368 5.144080 0.000 0.001 0.004
H -0.517635 0.466788 5.129053 0.000 -0.002 -0.003
H -0.560735 2.188492 4.698181 0.001 0.000 0.005
Cl 0.462516 4.753814 1.254245 -0.012 -0.015 -0.003
C -0.921196 4.056649 0.412117 0.016 -0.012 -0.050
Cl -1.965463 5.294332 -0.222156 -0.009 -0.006 -0.001
Cl -1.841502 2.998443 1.531890 -0.020 -0.040 -0.005
C -0.383741 3.148746 -0.725736 -0.009 0.095 0.088
O -0.565607 3.347936 -1.877466 0.015 -0.029 -0.017
O 0.324912 2.112245 -0.246478 0.079 0.084 -0.194
C -3.916488 -0.977023 1.216033 0.019 0.005 -0.023
C -4.115916 -0.480148 -0.196889 -0.036 -0.001 0.051
O -3.020324 -0.903356 -1.051939 0.017 -0.014 -0.010
P -1.779518 0.081640 -1.268058 -0.169 -0.025 -0.041
O -0.642346 -0.614025 -0.138455 0.028 0.032 -0.017
C -0.399155 -2.079552 -0.204385 0.021 -0.041 0.008
C -0.184744 -2.646759 1.173368 -0.028 0.012 -0.007
O -1.089106 -0.601222 -2.532716 0.079 0.012 0.015
C -1.489129 -0.162696 -3.866889 -0.021 -0.009 -0.007
C -0.390936 0.666355 -4.482207 0.019 -0.024 0.011
H -4.772894 -0.694840 1.828798 -0.003 -0.004 0.000
H -3.019658 -0.545256 1.665224 0.005 0.000 0.007
H -3.829398 -2.063638 1.231739 0.002 0.002 0.005
H -4.196917 0.609477 -0.229888 0.012 0.000 -0.010
H -5.009580 -0.903588 -0.648545 0.005 0.005 -0.010
H 0.464917 -2.213084 -0.851667 -0.009 0.012 -0.006
H -1.277209 -2.506925 -0.680528 0.002 0.005 0.001
H 0.724973 -2.266077 1.639872 -0.003 0.002 -0.004
H -0.076042 -3.727581 1.076458 0.014 -0.001 0.011
H -1.033362 -2.442340 1.823744 -0.005 0.001 0.010
H -2.428197 0.392739 -3.802157 0.011 0.021 0.009
H -1.680909 -1.076405 -4.424663 -0.006 0.005 -0.001
H -0.201699 1.563545 -3.891989 -0.017 0.008 -0.012
H -0.681223 0.968036 -5.488762 0.003 0.013 0.003
H 0.528575 0.084949 -4.554907 0.000 0.004 0.001
```
Forces are in eV/Å.

(3)
DFT (ωB97M-V/def2-TZVPD) results for a structure of composition C17H22ClGeIrNO2S.

Summary:
Frontier orbital gap in eV: 6.83
Relative energy (zero: lowest compared OMol25 entry of this formula, charge and spin) in kJ/mol: 2.1
Charge: -1
HOMO energy in eV: -4.09

The geometry in XYZ format:
```
46
Properties=species:S:1:pos:R:3:forces:R:3
Ir 0.099340 -0.424120 -0.229247 0.132 0.413 0.223
C 1.529433 -0.539900 3.860943 0.036 0.071 -0.003
C 1.665340 -0.446935 2.354769 0.093 0.176 0.025
O 0.653328 0.000342 1.780442 -0.300 -0.594 -0.070
C 2.907174 -0.794633 1.718277 0.002 -0.085 -0.012
C 4.010037 -1.133663 2.545289 -0.013 -0.013 0.002
C 5.257789 -1.394332 2.058227 0.005 0.008 0.007
C 5.460127 -1.329115 0.661100 -0.013 -0.005 -0.003
C 4.437645 -1.015124 -0.177618 0.023 0.038 -0.017
C 3.104449 -0.739325 0.290490 0.031 -0.023 -0.020
O 2.230172 -0.472579 -0.585369 0.006 -0.076 -0.068
H 0.487890 -0.356171 4.109229 0.002 0.012 0.002
H 2.157184 0.198791 4.362656 0.018 -0.012 0.001
H 1.817978 -1.528358 4.215992 -0.015 -0.009 -0.001
H 3.861558 -1.175223 3.615527 -0.007 -0.013 0.012
H 6.072642 -1.641977 2.725245 -0.004 -0.010 0.003
H 6.441728 -1.540681 0.250683 0.002 0.004 0.000
H 4.575182 -0.975328 -1.250646 -0.002 0.001 0.001
S -0.368301 -0.316268 -2.498018 0.108 -0.016 -0.254
C -0.103349 1.362794 -2.188257 -0.076 -0.096 -0.069
C -0.077124 2.471867 -3.032636 -0.014 0.102 -0.042
C 0.199804 3.709780 -2.486164 -0.022 -0.052 -0.065
C 0.451316 3.834798 -1.121340 0.004 -0.035 0.084
C 0.409116 2.695609 -0.338194 -0.064 0.080 0.048
N 0.125161 1.508337 -0.861256 0.095 -0.122 -0.052
H -0.264392 2.343041 -4.089608 0.001 -0.002 0.002
H 0.227096 4.585945 -3.122737 -0.002 -0.002 -0.004
H 0.678084 4.792205 -0.674609 -0.001 -0.002 0.006
H 0.595826 2.708802 0.728454 0.007 0.010 -0.008
Cl 0.054143 -2.780123 0.110385 0.099 0.105 0.220
C -3.723593 0.571623 -2.254471 -0.029 0.033 0.023
Ge -3.387111 -0.698460 -0.782220 -0.017 0.016 -0.027
C -3.338281 -2.516224 -1.514920 0.032 0.023 -0.035
C -5.017701 -0.568509 0.339661 -0.013 -0.049 -0.028
C -1.872721 -0.304234 0.364386 0.026 0.113 0.108
H -4.727709 0.413180 -2.655257 -0.024 0.008 -0.002
H -2.994403 0.440373 -3.052787 -0.054 -0.003 0.029
H -3.659683 1.601826 -1.895350 0.006 -0.003 0.005
H -4.318340 -2.808605 -1.899094 0.003 0.000 -0.007
H -3.026679 -3.216156 -0.739722 -0.009 -0.004 0.010
H -2.606670 -2.578766 -2.321338 -0.005 0.005 0.006
H -5.912067 -0.813753 -0.238586 -0.005 0.005 0.007
H -5.130534 0.444937 0.731323 0.008 0.001 -0.004
H -4.958301 -1.253821 1.187273 0.004 -0.006 0.006
H -1.966323 -1.013308 1.197922 -0.054 0.011 0.002
H -2.056277 0.691421 0.801167 -0.001 -0.005 -0.041
```
Forces are in eV/Å.